C6H16 | ωB97M-V with the def2-TZVPD basis set

SMILES string: CCC.CCC
spin multiplicity: 1
frontier orbital gap: 12.14 eV

Structure (XYZ):
```
22
Properties=species:S:1:pos:R:3:nbo_charge:R:1
C 0.64 -0.84 -1.53 -0.402
C 0.26 -0.64 -3.00 -0.614
C 2.00 -0.27 -1.15 -0.610
H 0.68 -1.92 -1.31 0.192
H -0.18 -0.62 -0.86 0.197
H -0.27 -1.45 -3.52 0.212
H -0.35 0.25 -3.12 0.202
H 2.79 -0.90 -1.56 0.209
H 1.17 -0.44 -3.57 0.202
H 2.15 -0.47 -0.08 0.208
H 2.07 0.78 -1.40 0.206
C -1.38 0.49 1.43 -0.391
C -0.62 1.80 1.75 -0.602
C -1.00 -0.56 2.48 -0.612
H -2.44 0.74 1.51 0.194
H -1.12 0.22 0.42 0.196
H 0.43 1.66 1.51 0.200
H -0.64 2.04 2.82 0.198
H 0.03 -0.91 2.48 0.205
H -1.24 -0.19 3.49 0.203
H -1.09 2.61 1.20 0.204
H -1.66 -1.43 2.35 0.205
```

=====

C21H27N3OS | ωB97M-V with the def2-TZVPD basis set

SMILES string: C[C@@H](NC(=O)C1CC1)[C@@H](c1cccs1)N1CCN(c2ccccc2)CC1
spin multiplicity: 1
frontier orbital gap: 8.56 eV

Structure (XYZ):
```
53
Properties=species:S:1:pos:R:3:nbo_charge:R:1
C 1.33 -1.75 -3.33 -0.610
H 1.09 -1.50 -4.36 0.220
C 1.52 -0.47 -2.51 -0.043
N 0.34 0.36 -2.66 -0.618
C 0.37 1.66 -3.01 0.687
O 1.39 2.26 -3.29 -0.660
C -0.98 2.31 -3.03 -0.339
C -1.05 3.74 -2.54 -0.396
C -1.19 3.45 -3.99 -0.394
H -0.35 3.70 -4.63 0.236
H -2.15 3.55 -4.46 0.216
H -0.13 4.18 -2.20 0.231
H -1.92 4.03 -1.97 0.216
H -1.81 1.66 -2.82 0.216
H -0.51 -0.07 -2.36 0.405
H 2.36 0.10 -2.90 0.238
C 1.77 -0.83 -1.01 -0.078
C 2.69 0.13 -0.32 -0.198
C 2.99 1.43 -0.60 -0.272
C 3.88 2.01 0.33 -0.251
C 4.24 1.15 1.32 -0.411
S 3.51 -0.39 1.12 0.410
H 4.90 1.31 2.15 0.235
H 4.23 3.02 0.27 0.225
H 2.61 1.97 -1.45 0.257
N 0.47 -0.98 -0.34 -0.476
C 0.38 -2.13 0.54 -0.217
H 0.75 -3.02 0.01 0.203
C -1.09 -2.37 0.91 -0.220
N -1.61 -1.19 1.56 -0.467
C -2.71 -1.29 2.41 0.267
C -3.04 -0.22 3.24 -0.276
C -4.09 -0.31 4.14 -0.189
C -4.84 -1.47 4.23 -0.250
C -4.52 -2.54 3.42 -0.187
C -3.47 -2.46 2.51 -0.301
H -3.27 -3.31 1.88 0.211
H -5.09 -3.46 3.47 0.211
H -5.66 -1.54 4.93 0.212
H -4.32 0.53 4.77 0.211
H -2.45 0.68 3.21 0.209
C -1.48 -0.03 0.71 -0.201
C 0.00 0.19 0.38 -0.241
H 0.11 1.07 -0.24 0.218
H 0.55 0.34 1.32 0.187
H -1.88 0.85 1.21 0.213
H -2.04 -0.18 -0.23 0.164
H -1.13 -3.21 1.60 0.214
H -1.65 -2.62 0.00 0.172
H 0.97 -1.99 1.46 0.178
H 2.26 -1.81 -1.00 0.214
H 0.52 -2.34 -2.91 0.204
H 2.24 -2.34 -3.32 0.211
```

=====

C10H40N20O10 | ωB97M-V with the def2-TZVPD basis set

expectation value of S²: 0.75
spin multiplicity: 2
frontier orbital gap (alpha / beta): 1.96 / 8.53 eV
charge: -1

Structure (XYZ):
```
80
Properties=species:S:1:pos:R:3:mulliken_spin:R:1
C -10.01 29.45 -20.14 0.002
O -8.95 28.78 -20.33 -0.002
N -10.09 30.24 -19.12 -0.013
N -11.14 29.40 -20.80 0.001
H -10.92 30.81 -19.17 0.000
H -9.43 30.38 -18.36 0.000
H -11.27 28.64 -21.45 0.001
H -11.88 30.07 -20.68 0.003
C -14.53 31.09 -12.18 0.159
O -13.97 31.78 -12.95 0.060
N -14.92 31.51 -10.99 0.038
N -14.81 29.88 -12.31 -0.028
H -14.72 32.48 -10.83 -0.019
H -15.09 30.94 -10.17 -0.025
H -14.68 29.55 -13.25 0.010
H -15.51 29.47 -11.71 -0.010
C -14.34 26.08 -12.85 0.042
O -14.99 26.46 -13.80 -0.017
N -13.14 26.58 -12.62 -0.025
N -14.74 25.08 -12.12 -0.003
H -12.59 27.14 -13.25 0.008
H -12.72 26.48 -11.71 0.000
H -15.63 24.62 -12.23 0.001
H -14.05 24.92 -11.39 -0.003
C -13.63 31.47 -19.79 0.245
O -12.50 31.91 -19.88 -0.030
N -14.41 31.33 -20.83 -0.046
N -14.11 30.88 -18.75 -0.031
H -15.39 31.46 -20.62 -0.005
H -13.98 31.68 -21.67 -0.004
H -13.39 30.69 -18.06 0.007
H -14.93 30.29 -18.78 -0.016
C -12.33 30.86 -15.89 0.685
O -12.01 30.04 -16.72 -0.109
N -13.12 31.84 -16.07 -0.390
N -12.02 30.66 -14.65 -0.264
H -13.07 32.54 -15.35 0.065
H -13.42 32.21 -16.96 0.078
H -11.78 29.73 -14.36 0.025
H -12.44 31.38 -14.08 -0.056
C -10.00 27.98 -13.62 0.024
O -10.56 28.40 -12.60 -0.022
N -9.85 26.77 -14.06 -0.001
N -9.23 28.82 -14.29 0.010
H -10.42 26.03 -13.66 0.001
H -9.14 26.68 -14.78 -0.004
H -9.34 29.79 -14.03 0.004
H -8.63 28.51 -15.04 0.000
C -13.61 35.88 -19.37 0.654
O -14.21 35.85 -20.38 -0.156
N -13.00 35.00 -18.74 -0.063
N -13.61 36.95 -18.65 0.143
H -12.85 34.06 -19.10 0.008
H -12.68 35.30 -17.83 -0.047
H -13.02 37.03 -17.83 -0.243
H -14.22 37.72 -18.90 -0.030
C -15.59 35.06 -13.19 1.047
O -16.58 34.50 -12.94 -0.305
N -15.54 36.35 -13.53 0.141
N -14.45 34.44 -13.31 -0.621
H -14.69 36.76 -13.88 -0.295
H -16.48 36.70 -13.64 -0.004
H -14.42 33.43 -13.30 0.114
H -13.73 35.06 -13.67 0.064
C -10.79 32.82 -11.93 0.598
O -10.16 31.86 -12.29 -0.198
N -10.73 34.09 -12.36 0.537
N -11.48 32.83 -10.85 -0.033
H -10.80 34.76 -11.61 -0.231
H -10.11 34.27 -13.15 -0.284
H -11.89 33.63 -10.38 -0.118
H -11.51 31.96 -10.34 -0.014
C -12.57 26.99 -18.19 0.000
O -13.06 26.04 -18.75 0.000
N -11.40 26.97 -17.58 -0.002
N -12.96 28.22 -18.35 -0.022
H -11.23 27.77 -16.98 0.002
H -11.00 26.05 -17.44 0.001
H -12.55 28.97 -17.82 0.006
H -13.89 28.37 -18.73 0.004
```

=====

> What is the spin multiplicity in the second record?

1